No. 1
Formula: C42H41ClN4O3PSTc
Source: OMol25
Level of theory: ωB97M-V/def2-TZVPD

Values from the calculation:
- E_LUMO (alpha / beta): -8.23 / -10.59 eV
- Gap between HOMO and LUMO (alpha / beta): 7.418 / 5.078 eV
- Total charge: +3
- Spin multiplicity: 4

Element x y z (Å)
Tc1 -0.1088 -0.2863 0.3966
Cl1 1.0713 -5.0670 5.3918
C1 1.0943 -3.6863 4.4549
C2 2.2705 -2.8714 4.4433
C3 2.3397 -1.7973 3.6251
C4 1.2165 -1.4812 2.7849
O1 1.3191 -0.6343 1.8545
C5 -0.0217 -2.2198 2.9340
C6 -1.1518 -1.6839 2.1455
N1 -1.3852 -0.3986 2.0791
C7 -1.0171 0.5632 3.0580
C8 -1.2611 0.4616 4.3956
C9 -0.9672 1.5583 5.2459
C10 -0.4622 2.7193 4.7424
C11 -0.1919 2.8313 3.3516
C12 0.3632 3.9730 2.7256
C13 0.5981 3.9632 1.3760
C14 0.3208 2.8099 0.6348
N2 -0.1709 1.7105 1.1910
C15 -0.4620 1.7352 2.5347
C16 -0.0538 -3.3376 3.7026
H1 3.1086 -3.1407 5.0768
H2 3.2460 -1.2064 3.5440
H3 -1.8917 -2.3490 1.7045
H4 -1.7135 -0.4384 4.7997
H5 -1.1564 1.4684 6.3077
H6 -0.2669 3.5660 5.3905
H7 0.5943 4.8492 3.3237
H8 1.0096 4.8270 0.8713
H9 0.5069 2.7726 -0.4311
H10 -0.9559 -3.9349 3.7859
O2 1.5046 0.3311 -0.8100
S1 3.0124 0.3431 -0.3854
C17 3.3626 1.9944 0.1289
C18 3.9425 2.1538 1.3809
C19 4.2840 3.4347 1.8029
C20 4.0292 4.5213 0.9785
C21 3.4330 4.3442 -0.2731
C22 3.1026 3.0756 -0.7111
C23 3.8362 0.2578 -1.9468
C24 5.2169 0.0971 -1.9053
C25 5.9119 0.0597 -3.1035
C26 5.2256 0.1696 -4.3098
C27 3.8446 0.3138 -4.3270
C28 3.1315 0.3596 -3.1355
H11 4.1358 1.2915 2.0118
H12 4.7591 3.5793 2.7660
H13 4.3036 5.5178 1.3050
H14 3.2467 5.1986 -0.9118
H15 2.6636 2.9253 -1.6927
H16 5.7442 0.0172 -0.9573
H17 6.9891 -0.0550 -3.0971
H18 5.7740 0.1399 -5.2432
H19 3.3205 0.3978 -5.2710
H20 2.0553 0.4896 -3.1292
C29 -5.3152 -0.9100 -3.6673
N3 -3.9542 -0.4852 -3.2968
N4 -3.5763 -0.2604 -1.9983
C30 -2.2280 -0.1705 -1.9643
O3 -1.6212 0.0519 -0.8337
C31 -1.7544 -0.3149 -3.2629
C32 -2.8643 -0.5228 -4.0665
C33 -2.9379 -0.8160 -5.5273
C34 -4.5185 0.1044 -0.9662
C35 -4.3187 -0.3517 0.3260
C36 -5.2107 0.0181 1.3222
C37 -6.2952 0.8304 1.0272
C38 -6.4687 1.3027 -0.2667
C39 -5.5768 0.9454 -1.2678
H21 -5.8119 -1.3328 -2.8011
H22 -5.2350 -1.6717 -4.4353
H23 -5.9011 -0.0791 -4.0494
H24 -0.7264 -0.2339 -3.5836
H25 -1.9920 -0.5620 -5.9990
H26 -3.7327 -0.2510 -6.0136
H27 -3.1266 -1.8782 -5.7002
H28 -3.4768 -0.9889 0.5514
H29 -5.0628 -0.3439 2.3348
H30 -7.0049 1.0944 1.8009
H31 -7.2969 1.9605 -0.4995
H32 -5.7024 1.3460 -2.2672
C40 0.5546 -2.5845 -2.3632
P1 0.4592 -2.5319 -0.5559
C41 -0.6081 -3.9504 -0.1618
C42 2.0926 -3.1614 -0.0649
H33 1.0563 -3.5072 -2.6590
H34 1.1221 -1.7312 -2.7366
H35 -0.4470 -2.5664 -2.7922
H36 -0.3205 -4.7960 -0.7888
H37 -1.6616 -3.7220 -0.3399
H38 -0.4735 -4.2382 0.8817
H39 2.2213 -4.1349 -0.5361
H40 2.1691 -3.2858 1.0163
H41 2.8947 -2.5042 -0.4004

***

No. 2
Formula: C2H9N2S
Source: OMol25
Level of theory: ωB97M-V/def2-TZVPD

Values from the calculation:
- E_LUMO: 4.26 eV
- Gap between HOMO and LUMO: 6.794 eV
- Total charge: -1

Element x y z (Å)
N1 -0.0061 -1.2856 1.3005
C1 0.7770 -0.1943 1.8772
N2 0.1348 1.0821 2.0609
H1 -0.8836 -1.3802 1.7977
H2 -0.2271 -0.9992 0.3160
H3 1.2283 -0.5338 2.8221
H4 1.6303 -0.0606 1.2043
H5 -0.2746 1.4659 1.2222
H6 -0.4546 1.1134 2.8760
C2 0.2491 -0.4083 -2.6951
S1 -0.6430 0.4582 -1.3648
H7 1.3229 -0.4006 -2.5271
H8 -0.0965 -1.4408 -2.7941
H9 0.0867 0.0931 -3.6626

***

What is the formula in the second record?
C2H9N2S

***

What is the total charge in the second record?
-1